Arrangement A

Entry from OMol25: a cluster of 14 separate species, H29O14 in total (wB97M-V/def2-TZVPD).

- E_LUMO (eV) = -2.750

Structure (ORCA input):
```
! RIJCOSX wB97M-V def2-TZVPD def2/J DEFGRID3
* xyz 1 1
O -0.92 -2.06 -3.37
H 4.51 2.72 0.40
O -3.44 3.02 -0.81
H 0.17 1.76 1.60
H -3.52 3.98 -0.91
O 0.68 0.17 0.79
H 1.69 -0.31 -2.22
H 0.08 0.05 1.51
O -0.48 2.44 1.80
H 1.53 2.55 -1.02
H -0.73 2.33 2.72
O -1.67 -1.27 0.35
H -0.87 -1.82 0.18
H -2.12 -1.46 1.18
O -0.96 1.04 -1.24
H 1.44 -1.50 3.92
H 2.52 -1.46 -2.47
O 0.52 -1.65 3.66
H 0.46 -2.60 3.77
H -2.50 3.01 -1.05
O 3.72 2.28 0.71
H 3.80 2.04 1.63
H 1.82 2.68 -2.76
O 0.67 2.83 -0.53
H -0.51 -2.64 -2.71
H -1.57 -2.67 -3.74
O -2.84 -1.25 3.03
H 0.59 -3.35 -0.61
H 0.86 -0.61 0.25
O 2.57 -0.63 -1.97
H 3.21 2.20 -2.15
H 0.25 1.89 -0.43
O -1.52 -4.09 -0.53
H 0.98 3.05 0.38
H -1.37 -4.84 0.04
O 0.61 -2.42 -0.34
H -1.92 -3.35 -0.07
H 1.32 -2.16 -0.93
O 2.58 2.93 -2.22
H -3.73 -0.88 2.96
H -1.43 1.00 -2.07
H -2.84 -1.76 3.85
H -1.60 0.80 -0.56
*
```

---

Arrangement B

Entry from OMol25: a cluster of 14 separate species, H29O14 in total (wB97M-V/def2-TZVPD).

- E_LUMO (eV) = -2.982

Structure (ORCA input):
```
! RIJCOSX wB97M-V def2-TZVPD def2/J DEFGRID3
* xyz 1 1
O -1.44 0.04 -4.37
H 2.74 -0.61 -1.40
O -0.11 -2.94 0.38
H -0.93 -2.52 0.95
H 4.44 -0.67 -1.45
O 3.48 2.14 -2.17
H -0.41 0.53 2.42
H 2.68 2.26 -2.68
O -2.01 2.45 0.27
H -1.75 3.31 0.67
H -2.59 2.80 -0.42
O -0.64 4.60 1.16
H -1.17 4.99 1.87
H -0.02 4.21 1.79
O -3.58 0.75 -2.16
H -0.61 -3.52 -2.88
H -2.74 1.19 -2.21
O -0.13 0.06 -1.57
H -0.20 -0.47 -2.38
H 0.26 0.83 -2.01
O -1.87 -1.92 1.73
H -1.69 -2.40 2.55
H -1.52 -1.01 1.93
O 1.43 -1.91 2.16
H 1.91 -2.65 2.52
H -1.42 0.18 -5.32
O 3.61 -0.39 -1.07
H 2.60 -0.23 0.81
H 3.11 1.72 -1.38
O -1.38 0.63 2.41
H -3.63 0.08 -1.47
H 1.21 -0.37 4.88
O 0.62 -0.48 4.12
H 1.49 -1.04 2.62
H -0.24 -0.73 4.43
O 2.20 0.38 1.43
H 0.70 -2.40 0.62
H 2.38 1.22 1.00
O -0.65 -2.79 -2.27
H -0.02 -2.76 -0.60
H -1.52 -2.44 -2.11
H -1.21 -0.87 -4.21
H -1.36 0.76 1.43
*
```

---

Arrangement C

Entry from OMol25: a cluster of 14 separate species, H29O14 in total (wB97M-V/def2-TZVPD).

- E_LUMO (eV) = -2.619

Structure (ORCA input):
```
! RIJCOSX wB97M-V def2-TZVPD def2/J DEFGRID3
* xyz 1 1
O -0.74 0.18 4.25
H -3.32 -0.71 -3.67
O -2.25 -0.76 1.91
H 1.59 1.07 -3.34
H -3.00 -1.24 2.30
O -2.50 1.98 0.51
H -1.34 4.70 -0.37
H -3.30 2.16 0.02
O 0.82 1.55 -3.65
H -0.03 1.49 -1.52
H 0.10 0.90 -3.67
O 0.58 -1.68 2.75
H -0.29 -1.35 2.49
H 0.78 -0.94 3.34
O 3.62 0.23 0.09
H 3.34 3.31 0.46
H -1.59 3.61 0.68
O 3.20 2.82 -0.35
H 3.47 3.37 -1.07
H -2.41 0.15 2.09
O -2.65 -1.17 -3.17
H -2.46 -1.84 -3.85
H 1.83 -2.11 0.30
O -0.57 1.68 -0.74
H -1.33 -0.33 3.68
H -1.02 1.05 3.94
O 0.90 -4.00 -1.46
H -0.31 -1.35 -0.45
H -1.85 1.58 -0.09
O -0.93 4.19 0.34
H 2.83 -1.23 1.02
H 1.61 -1.76 1.78
O -1.57 -2.30 -0.71
H -0.10 2.46 -0.40
H -1.67 -3.00 -1.35
O 0.41 -0.89 0.07
H -2.21 -2.26 0.01
H 0.01 -0.02 0.15
O 2.40 -2.11 1.11
H 1.00 -4.45 -0.62
H 4.31 0.55 -0.50
H 1.73 -4.16 -1.90
H 2.89 0.61 -0.42
*
```

---

Energy above the most stable structure, in eV: arrangement A 0.643; arrangement B 0.892; arrangement C 0.000